96
Properties=species:S:1:pos:R:3:forces:R:3 method="wB97M-V/def2-TZVPD" total_energy_ev=-228534.708 orbital_gap_ev="4.13 / 4.58" multiplicity=6 mol_weight_g_mol=1035.6 charge=-1
Ru 1.782 -1.767 0.085 -2.0 2.3 2.6
O 1.232 -3.761 3.728 0.3 1.2 -0.6
C 1.693 -2.811 3.092 0.6 -0.4 0.9
O 1.799 -2.854 1.806 -0.1 -0.1 -1.3
C 2.487 -1.664 3.880 -0.6 -1.3 0.5
C 2.085 -1.821 5.376 -1.6 -0.2 -0.1
C 2.998 -0.981 6.259 -0.2 0.3 0.8
C 2.339 0.434 6.154 1.1 1.1 0.5
C 1.417 0.272 4.994 0.3 -2.8 0.3
O 0.761 -1.041 5.399 2.6 0.3 -0.9
C 2.278 -0.147 3.730 0.4 2.4 -0.7
C 1.642 0.583 2.499 0.0 -1.0 -1.1
O 1.431 1.798 2.489 1.1 -1.1 1.5
O 1.356 -0.142 1.476 0.6 -0.3 -0.1
H 3.574 -1.920 3.747 -0.9 0.2 0.0
H 1.933 -2.891 5.716 0.0 1.5 -0.6
H 4.050 -1.035 5.927 -0.4 0.3 0.0
H 2.985 -1.345 7.298 0.0 0.1 -0.3
H 3.093 1.210 5.909 -0.3 -0.2 0.4
H 1.755 0.776 7.041 0.6 -0.6 -0.4
H 0.685 1.051 4.871 -0.2 0.1 -0.4
H 3.344 0.338 3.717 -1.9 -0.6 0.5
Se 4.270 -2.110 -0.147 -1.7 -0.4 -0.6
P 2.706 -1.884 -1.916 1.8 1.2 0.0
Se 1.221 0.005 -1.653 0.9 -2.1 0.5
C 3.749 -0.953 -3.108 1.3 0.0 0.6
C 5.097 -0.636 -2.756 -1.4 -0.4 -0.7
C 5.811 0.173 -3.621 2.4 0.6 1.5
C 5.284 0.625 -4.782 -0.7 0.2 -2.2
C 3.972 0.249 -5.160 1.2 0.1 0.2
C 3.191 -0.506 -4.315 -0.1 -0.6 0.4
C 2.247 -3.454 -2.668 -0.9 0.2 -0.4
C 3.120 -4.524 -2.600 1.3 -0.6 0.3
C 2.868 -5.713 -3.287 -0.2 -0.4 0.6
C 1.716 -5.833 -4.061 0.6 0.1 -0.7
C 0.875 -4.687 -4.219 0.4 -1.3 0.1
C 1.055 -3.563 -3.429 0.1 0.2 0.1
H 5.569 -1.053 -1.866 -0.3 0.3 -0.4
H 6.866 0.507 -3.340 -1.5 -0.7 -0.4
H 5.933 1.169 -5.515 -0.8 -0.3 0.8
H 3.664 0.491 -6.150 -0.5 0.3 -0.5
H 2.165 -0.827 -4.567 0.6 0.4 0.0
H 4.049 -4.516 -1.985 -0.9 0.5 -0.5
H 3.583 -6.559 -3.130 -0.9 0.8 -0.3
H 1.607 -6.832 -4.569 -0.4 1.4 0.2
H 0.102 -4.667 -4.980 -0.3 -0.3 0.4
H 0.225 -2.822 -3.382 1.1 -0.2 -0.2
Cl -5.182 -3.712 -2.556 0.2 0.5 0.9
C -5.166 -2.006 -2.889 -0.4 -1.6 -0.8
C -5.166 -1.747 -4.261 -1.0 1.1 -1.9
C -5.267 -0.446 -4.691 0.5 -2.1 -0.7
C -5.203 0.602 -3.759 0.4 3.4 0.5
C -5.021 0.384 -2.388 -0.6 -0.9 -0.7
Cl -5.208 1.709 -1.349 0.1 0.6 0.7
C -5.136 -0.913 -1.934 0.3 0.0 2.4
N -5.386 -1.318 -0.647 -0.3 -0.7 -0.9
C -5.082 -0.770 0.599 -0.2 2.0 2.5
C -6.186 -0.327 1.423 2.6 -0.2 0.5
C -5.916 0.174 2.707 -0.1 -0.4 -0.6
C -4.613 0.346 3.172 0.0 -0.5 -0.8
C -3.556 -0.077 2.381 0.5 -0.4 -0.6
C -3.746 -0.679 1.117 -0.7 -0.4 0.1
C -2.653 -1.499 0.449 1.0 0.3 -0.8
C -1.131 -0.924 0.202 -3.7 1.4 1.5
O -1.012 0.299 0.250 0.6 -1.3 -0.7
O -0.332 -1.894 0.058 1.5 -0.7 -0.2
H -5.392 -2.575 -4.926 0.4 0.2 -0.1
H -5.358 -0.219 -5.753 -0.1 -0.1 0.3
H -5.274 1.675 -4.065 0.1 -1.2 0.1
H -5.961 -2.152 -0.592 0.3 -0.1 -0.2
H -7.199 -0.400 1.114 -0.6 -0.2 -0.5
H -6.738 0.360 3.383 -0.2 0.3 -0.1
H -4.420 0.719 4.162 0.0 0.2 0.2
H -2.519 -0.033 2.739 -0.5 0.1 -0.1
H -3.052 -1.726 -0.542 0.4 -0.3 -0.1
H -2.499 -2.461 0.954 -0.3 0.3 0.1
C 1.166 4.600 -0.742 0.5 -1.1 -1.7
C 1.643 4.755 0.704 -0.2 1.3 1.9
N 0.464 4.962 1.645 0.5 -1.5 -2.0
C -0.352 6.058 1.149 0.4 1.5 0.8
C -0.813 5.898 -0.313 0.3 -0.6 -0.9
N -0.284 4.602 -0.888 -0.6 0.3 1.2
C -0.798 3.517 0.010 -1.0 0.2 -1.1
C -0.280 3.713 1.411 -1.4 -0.7 3.1
H 1.491 3.628 -1.203 0.0 0.7 0.5
H 1.520 5.382 -1.444 0.2 -0.1 0.6
H 2.180 5.689 0.820 0.6 0.3 -0.2
H 2.261 3.973 1.206 -0.6 0.2 -1.0
H 0.284 6.972 1.272 -0.4 -0.4 -0.3
H -1.191 6.238 1.850 0.2 -0.4 -0.3
H -0.425 6.745 -0.925 -0.2 -0.6 0.2
H -1.913 5.870 -0.433 0.5 0.0 0.2
H -0.542 2.486 -0.303 0.1 0.8 -0.4
H -1.903 3.583 -0.070 0.5 -0.1 0.2
H 0.317 2.828 1.741 -0.5 1.3 -0.6
H -1.117 3.756 2.171 0.4 -0.2 -0.8